Entry 1:
This record from OMol25 describes a molecular structure, C18H44ClFGaP2 in a non-equilibrium geometry. The level of theory is wB97M-V/def2-TZVPD.

## Properties
orbital gap (spin up / spin down): 3.5 / 1.9 eV
total charge: -1
LUMO (spin up / spin down): 2.81 / 2.75 eV
HOMO level (spin up / spin down): -0.711 / 0.841 eV

Last column: natural (NBO) charge in e.
Cartesian coordinates (Å):
Ga (-0.30, -0.36, 1.12)  0.598
P (-0.51, -2.87, -0.33)  1.048
C (0.55, -3.41, -1.68)  -0.602
C (-0.16, -3.81, 1.19)  -0.583
C (-2.24, -2.98, -0.88)  -0.538
C (1.86, -2.61, -1.77)  -0.672
H (-0.06, -3.18, -2.57)  0.229
C (0.82, -4.93, -1.66)  -0.616
H (1.44, -5.22, -0.80)  0.202
H (1.36, -5.21, -2.58)  0.202
H (-0.11, -5.53, -1.64)  0.204
H (1.67, -1.55, -2.00)  0.220
H (2.48, -3.02, -2.59)  0.200
H (2.46, -2.68, -0.85)  0.206
H (-2.18, -2.44, -1.84)  0.231
C (-3.24, -2.25, 0.02)  -0.618
C (-2.63, -4.44, -1.15)  -0.612
H (-2.09, -4.87, -2.00)  0.206
H (-3.70, -4.48, -1.40)  0.206
H (-2.47, -5.08, -0.28)  0.199
H (-2.88, -1.32, 0.47)  0.270
H (-3.59, -2.92, 0.82)  0.198
H (-4.12, -1.99, -0.58)  0.201
C (1.32, -3.67, 1.60)  -0.623
H (-0.35, -4.86, 0.91)  0.203
C (-1.09, -3.44, 2.35)  -0.618
H (2.02, -4.10, 0.87)  0.198
H (1.45, -4.22, 2.54)  0.208
H (1.60, -2.62, 1.79)  0.253
H (-1.07, -2.37, 2.60)  0.243
H (-0.72, -3.99, 3.23)  0.198
H (-2.12, -3.75, 2.16)  0.200
Cl (1.16, -0.18, 2.74)  -0.670
H (0.12, 1.46, 0.28)  -0.026
H (-0.09, -1.34, -0.22)  -0.126
P (0.46, 2.85, -0.15)  1.234
C (-0.77, 3.50, -1.32)  -0.586
C (0.43, 3.81, 1.40)  -0.626
C (2.10, 2.91, -0.91)  -0.586
C (-2.08, 2.70, -1.27)  -0.640
H (-0.26, 3.34, -2.29)  0.198
C (-1.00, 5.01, -1.16)  -0.701
H (-1.53, 5.25, -0.23)  0.205
H (-1.62, 5.35, -2.00)  0.212
H (-0.06, 5.59, -1.20)  0.201
H (-1.93, 1.66, -1.57)  0.220
H (-2.82, 3.14, -1.95)  0.204
H (-2.52, 2.70, -0.26)  0.222
H (1.93, 2.42, -1.89)  0.189
C (3.15, 2.10, -0.14)  -0.616
C (2.52, 4.36, -1.19)  -0.679
H (1.89, 4.84, -1.94)  0.207
H (3.55, 4.35, -1.58)  0.211
H (2.52, 4.98, -0.28)  0.182
H (2.73, 1.30, 0.48)  0.249
H (3.76, 2.75, 0.50)  0.205
H (3.83, 1.63, -0.86)  0.215
C (-0.92, 3.67, 2.12)  -0.629
H (0.57, 4.84, 1.01)  0.208
C (1.58, 3.50, 2.35)  -0.646
H (-1.75, 4.10, 1.56)  0.203
H (-0.87, 4.20, 3.08)  0.210
H (-1.16, 2.62, 2.35)  0.258
H (1.57, 2.44, 2.64)  0.249
H (1.43, 4.11, 3.25)  0.210
H (2.55, 3.78, 1.93)  0.203
F (-1.84, 0.41, 1.66)  -0.804

***

Entry 2:
This record from OMol25 describes a gas-phase ion, C3H4NO (charge +1) in a non-equilibrium geometry. The level of theory is wB97M-V/def2-TZVPD.

## Properties
orbital gap: 9.7 eV
total charge: +1
LUMO: -6.22 eV
energy above the lowest of the compared OMol25 structures with the same formula, charge and spin: 345.67 kJ/mol
HOMO level: -15.935 eV
SMILES: C=[N+]=C1CO1

Last column: natural (NBO) charge in e.
Cartesian coordinates (Å):
C (-2.24, 0.22, 0.02)  0.179
N (-0.91, 0.12, -0.07)  -0.375
C (0.37, 0.03, 0.08)  0.622
C (2.05, -0.38, -0.06)  0.008
O (1.32, 0.87, 0.06)  -0.391
H (-2.78, -0.02, -0.78)  0.216
H (-2.58, 0.54, 0.90)  0.213
H (2.39, -0.63, 0.95)  0.248
H (2.39, -0.75, -1.11)  0.281

***

Entry 3:
This record from OMol25 describes a gas-phase ion, C4H8NO (charge +1) in a non-equilibrium geometry. The level of theory is wB97M-V/def2-TZVPD.

## Properties
orbital gap: 9.7 eV
total charge: +1
LUMO: -4.03 eV
energy above the lowest of the compared OMol25 structures with the same formula, charge and spin: 285.27 kJ/mol
HOMO level: -13.738 eV
SMILES: C/C=C1\O[C@H]1[NH3+]

Last column: natural (NBO) charge in e.
Cartesian coordinates (Å):
C (-0.78, 1.05, -2.08)  -0.663
C (-0.61, -0.06, -1.16)  -0.208
C (0.23, -0.06, -0.18)  0.243
O (1.06, 0.68, 0.60)  -0.428
C (0.94, -0.72, 0.92)  0.135
N (0.27, -0.67, 2.19)  -0.703
H (-1.74, 1.55, -1.81)  0.246
H (-0.71, 0.64, -3.11)  0.251
H (0.02, 1.90, -2.14)  0.243
H (-1.03, -0.95, -1.43)  0.237
H (1.86, -1.23, 0.92)  0.232
H (1.14, -0.74, 2.84)  0.473
H (-0.27, -1.55, 2.26)  0.454
H (-0.37, 0.17, 2.19)  0.488

***

Entry 4:
This record from OMol25 describes 2 unconnected molecules or ions with the total composition C4H7OP in a non-equilibrium geometry. The level of theory is wB97M-V/def2-TZVPD.

## Properties
orbital gap: 9.6 eV
total charge: 0
LUMO: 0.46 eV
energy above the lowest of the compared OMol25 structures with the same formula, charge and spin: 337.35 kJ/mol
HOMO level: -9.134 eV

Last column: natural (NBO) charge in e.
Cartesian coordinates (Å):
C (3.28, -2.63, -0.88)  -0.244
C (2.32, -2.45, -0.17)  -0.253
C (0.53, 0.77, -0.11)  -1.040
C (-2.42, 1.86, 0.56)  -1.007
O (-1.73, -0.67, 0.64)  -1.052
P (-1.11, 0.59, 0.23)  1.807
H (4.11, -2.50, -1.65)  0.253
H (0.95, -0.14, -0.34)  0.241
H (0.88, 1.71, -0.64)  0.252
H (1.42, -2.57, 0.40)  0.244
H (-2.12, 2.90, 0.71)  0.250
H (-3.24, 1.75, -0.29)  0.271
H (-2.87, 1.38, 1.54)  0.280

***

Entry 5:
This record from OMol25 describes C25H30FN5O3 in the gas phase in a non-equilibrium geometry. The level of theory is wB97M-V/def2-TZVPD.

## Properties
orbital gap: 8.2 eV
total charge: 0
LUMO: 0.61 eV
energy above the lowest of the compared OMol25 structures with the same formula, charge and spin: 1.78 kJ/mol
HOMO level: -7.640 eV
SMILES: COc1ccc(-c2noc(CCC(=O)NCCCN3CCN(c4ccccc4F)CC3)n2)cc1

Last column: natural (NBO) charge in e.
Cartesian coordinates (Å):
C (-2.64, -4.74, -1.58)  -0.255
O (-2.84, -3.65, -0.72)  -0.502
C (-1.76, -3.00, -0.22)  0.401
C (-2.04, -1.93, 0.63)  -0.287
C (-1.02, -1.19, 1.19)  -0.169
C (0.31, -1.52, 0.92)  -0.081
C (1.39, -0.73, 1.47)  0.296
N (1.23, 0.36, 2.17)  -0.160
O (2.49, 0.79, 2.45)  -0.271
C (3.33, -0.08, 1.90)  0.548
C (4.80, 0.13, 2.02)  -0.462
C (5.56, -0.47, 0.84)  -0.479
C (5.11, 0.22, -0.44)  0.672
O (5.55, 1.30, -0.79)  -0.631
N (4.18, -0.47, -1.14)  -0.614
C (3.42, 0.14, -2.21)  -0.226
C (2.03, 0.54, -1.72)  -0.428
C (1.20, 1.25, -2.80)  -0.200
N (-0.14, 1.64, -2.41)  -0.453
C (-1.05, 0.54, -2.15)  -0.237
C (-2.48, 1.09, -2.07)  -0.208
N (-2.59, 2.08, -1.03)  -0.430
C (-2.95, 1.72, 0.26)  0.098
C (-2.29, 2.18, 1.41)  -0.209
C (-2.73, 1.86, 2.68)  -0.226
C (-3.84, 1.07, 2.87)  -0.238
C (-4.53, 0.61, 1.76)  -0.272
C (-4.10, 0.95, 0.49)  0.353
F (-4.85, 0.50, -0.55)  -0.335
C (-1.62, 3.14, -1.25)  -0.217
C (-0.19, 2.60, -1.33)  -0.243
N (2.71, -1.04, 1.28)  -0.543
C (0.59, -2.60, 0.08)  -0.181
C (-0.44, -3.33, -0.49)  -0.330
H (-2.10, -5.55, -1.08)  0.178
H (-3.64, -5.09, -1.85)  0.204
H (-2.10, -4.45, -2.49)  0.177
H (-3.07, -1.69, 0.83)  0.234
H (-1.24, -0.35, 1.84)  0.244
H (4.98, 1.20, 2.09)  0.251
H (5.13, -0.34, 2.96)  0.243
H (5.38, -1.55, 0.78)  0.220
H (6.62, -0.29, 0.98)  0.241
H (3.74, -1.26, -0.68)  0.412
H (3.98, 1.02, -2.54)  0.231
H (3.33, -0.57, -3.04)  0.190
H (2.15, 1.22, -0.86)  0.202
H (1.50, -0.35, -1.38)  0.199
H (1.73, 2.15, -3.12)  0.195
H (1.11, 0.59, -3.67)  0.191
H (-0.98, -0.17, -2.97)  0.201
H (-0.82, 0.02, -1.21)  0.172
H (-3.17, 0.27, -1.90)  0.223
H (-2.73, 1.57, -3.02)  0.197
H (-1.41, 2.79, 1.31)  0.211
H (-2.18, 2.23, 3.53)  0.218
H (-4.18, 0.81, 3.86)  0.217
H (-5.42, 0.00, 1.85)  0.230
H (-1.72, 3.90, -0.47)  0.210
H (-1.87, 3.60, -2.21)  0.205
H (0.50, 3.41, -1.54)  0.206
H (0.08, 2.14, -0.36)  0.172
H (1.61, -2.86, -0.12)  0.225
H (-0.19, -4.16, -1.13)  0.220

***

Q: total charge of number 1 (C18H44ClFGaP2)?
A: -1

***

Q: The lowest total charge belongs to which entry?
A: C18H44ClFGaP2